This record from the OMol25 dataset describes an isolated molecule of C2H4N2S2. The level of theory is ωB97M-V/def2-TZVPD.

Each line ends with the Mulliken charge.
Cartesian coordinates (Å):
N: 1.1299 1.1842 -0.1392  -0.342
C: 1.2451 -0.1538 -0.2107  0.123
S: 2.6500 -0.9933 -0.1680  -0.322
C: -0.1786 -0.7629 -0.1036  0.250
N: -1.1943 -0.0557 -0.3332  -0.499
S: -2.7730 -0.6071 -0.2097  -0.128
H: 0.2395 1.6421 -0.1124  0.251
H: 1.9769 1.7475 0.0167  0.217
H: -0.1854 -1.8647 0.2778  0.312
H: -2.9102 -0.1362 0.9824  0.139

Properties
Orbital gap (eV): 8.37
Energy (a.u.): -984.449527
Structure (SMILES): NC(=S)/C=N/S
LUMO energy (eV): -0.495
Highest occupied orbital energy (eV): -8.9